Molecular formula: C4H12
Method: DFT, wB97M-V/def2-TZVPD

The value obtained for the molar mass is 60.14 g/mol. The calculation puts the largest force on an atom at 0.0360 hartree/bohr. For the HOMO energy, the calculation gives -0.418 Eh. As for the SMILES: CC.CC. The electronic energy is -4342.0621 eV. As for the multiplicity: 1. The value obtained for the energy relative to the best compared isomer or geometry (same formula, charge and spin) is 10.8 kcal per mole. For the gap between HOMO and LUMO, the calculation gives 12.49 eV.

Bonds (Å) are listed after each position.
Geometry (Å):
1 H 1.78082 -1.90916 -1.79424  C10 1.104
2 H 1.03905 -0.27659 -1.23739  C10 1.093
3 C 0.12524 2.15711 1.17091  H5 1.079, C9 1.567, H15 1.096, H16 1.097
4 H -0.49898 -1.50267 -2.86173  C14 1.110
5 H 0.09613 3.03574 1.79619  C3 1.079
6 H -0.23598 0.36543 2.65065  C9 1.097
7 H -1.45792 1.56766 2.37335  C9 1.087
8 H -0.48319 -2.88010 -2.01212  C14 1.099
9 C -0.67206 1.00626 1.87424  C3 1.567, H6 1.097, H7 1.087, H13 1.090
10 C 0.97535 -1.36742 -1.26830  H1 1.104, H2 1.093, H11 1.099, C14 1.516
11 H 1.02961 -1.63629 -0.20376  C10 1.099
12 H -1.18965 -1.48202 -1.17040  C14 1.081
13 H -1.17127 0.37716 1.13671  C9 1.090
14 C -0.37384 -1.80704 -1.80120  H4 1.110, H8 1.099, C10 1.516, H12 1.081
15 H -0.33303 2.38063 0.20019  C3 1.096
16 H 1.17563 1.85316 1.08749  C3 1.097